#i
Formula: C3H7Br
Source: the OMol25 dataset
Level of theory: the ωB97M-V functional and the def2-TZVPD basis

Each line ends with the natural charge from an NBO analysis.
Positions of all 11 atoms, in Å:
1 C 1.20896 0.21159 0.20201  -0.679
2 C -0.10705 0.77227 -0.28396  -0.274
3 C -1.85574 -0.80508 0.03940  -0.495
4 Br -3.50638 0.11897 0.01635  0.009
5 H 1.92261 -0.02579 -0.57110  0.221
6 H 1.04148 -0.67305 0.83234  0.227
7 H 1.71048 1.08613 0.77766  0.218
8 H -0.60700 1.61193 0.20304  0.202
9 H -0.32226 0.67947 -1.29607  0.193
10 H -1.50138 -0.80472 1.03005  0.194
11 H -1.87492 -1.61872 -0.56000  0.183

Calculated values
Net charge = 0
Multiplicity = 1
HOMO energy (alpha / beta) = -8.181 / -8.181 eV
HOMO-LUMO gap (alpha / beta) = 8.65 / 8.65 eV

#ii
Formula: C3H7Br
Source: the OMol25 dataset
Level of theory: the ωB97M-V functional and the def2-TZVPD basis

Each line ends with the natural charge from an NBO analysis.
Positions of all 11 atoms, in Å:
1 C 1.32095 -0.12335 0.12987  -0.648
2 C -1.09193 0.54628 0.35954  -0.668
3 C -0.07963 -0.07592 -0.53306  -0.076
4 Br -0.72859 -2.10367 -0.69706  -0.169
5 H 1.50856 -0.99115 0.85468  0.236
6 H 2.05758 -0.25484 -0.59081  0.222
7 H 1.32833 0.78950 0.63183  0.212
8 H -0.97740 0.00351 1.21274  0.220
9 H -2.01506 0.41736 -0.11579  0.224
10 H -1.08253 1.57354 0.36496  0.221
11 H -0.24028 0.21875 -1.61691  0.227

Calculated values
Net charge = 0
SMILES = CC(C)Br
Multiplicity = 1
HOMO energy = -9.880 eV
HOMO-LUMO gap = 10.74 eV

Result of the stability comparison: #i is the least stable of them.

#i
Formula: C4H16N4
Source: the OMol25 dataset
Level of theory: the ωB97M-V functional and the def2-TZVPD basis

Each line ends with the natural charge from an NBO analysis.
Positions of all 24 atoms, in Å:
1 C 0.10124 -1.33010 -1.78665  -0.447
2 C 0.06299 -1.74549 0.55697  -0.436
3 N 2.33547 -0.17522 -0.17787  0.088
4 N 0.48503 -0.84354 -0.48838  -0.505
5 N 1.82426 0.91206 0.46016  -0.676
6 N 2.76515 0.18516 -1.39644  -0.597
7 H 3.09123 -0.60724 -1.93062  0.372
8 H 1.76513 0.68596 1.44678  0.360
9 H 0.82649 0.94425 0.08086  0.393
10 H 2.16357 0.81683 -1.92679  0.347
11 H 0.51635 -0.69637 -2.57852  0.185
12 H 0.42621 -2.77075 0.39953  0.167
13 H 0.41074 -2.37413 -1.96440  0.161
14 H -0.98945 -1.28841 -1.91796  0.207
15 H -1.03580 -1.79650 0.62950  0.191
16 H 0.43915 -1.40075 1.52218  0.192
17 C -2.24257 1.26593 0.47247  -0.615
18 C -1.55770 1.60803 1.79347  -0.607
19 H -0.66932 2.21998 1.62753  0.199
20 H -3.13595 0.66255 0.64026  0.200
21 H -2.54541 2.17015 -0.05726  0.201
22 H -1.57105 0.69790 -0.17229  0.215
23 H -1.23845 0.70156 2.31016  0.200
24 H -2.22730 2.15815 2.45731  0.205

Calculated values
Net charge = 0
Multiplicity = 1
HOMO energy (alpha / beta) = -7.859 / -7.860 eV
HOMO-LUMO gap (alpha / beta) = 8.73 / 8.73 eV

#ii
Formula: C4H16N4
Source: the OMol25 dataset
Level of theory: the ωB97M-V functional and the def2-TZVPD basis

Each line ends with the natural charge from an NBO analysis.
Positions of all 24 atoms, in Å:
1 C 1.43589 -0.04744 1.46652  -0.231
2 C 0.48494 -0.97104 2.21191  -0.217
3 N 1.04872 -2.32006 2.07991  -0.839
4 N 1.10007 1.35694 1.62295  -0.841
5 H 2.44896 -0.31641 1.82882  0.148
6 H 1.43290 -0.33605 0.40948  0.218
7 H 0.34849 -0.63137 3.27387  0.154
8 H -0.55381 -0.92431 1.78950  0.189
9 H 0.35907 -3.02828 2.35046  0.358
10 H 1.86295 -2.40186 2.71589  0.351
11 H 1.38487 1.71447 2.53853  0.351
12 H 1.63639 1.91431 0.93179  0.361
13 C -0.67834 0.14283 -2.49865  -0.231
14 C -1.48541 0.79900 -1.36414  -0.227
15 N -1.68828 2.26138 -1.65680  -0.828
16 N -0.16122 -1.15109 -1.93750  -0.837
17 H -1.23822 0.06901 -3.44388  0.166
18 H 0.19171 0.85154 -2.69900  0.195
19 H -2.42200 0.16514 -1.18691  0.148
20 H -0.95328 0.71694 -0.44133  0.209
21 H -2.24199 2.70734 -0.90508  0.356
22 H -2.33237 2.32904 -2.44693  0.342
23 H -0.94263 -1.77957 -1.71565  0.350
24 H 0.38145 -1.62020 -2.65323  0.356

Calculated values
Net charge = 0
SMILES = NCCN.NCCN
Multiplicity = 1
HOMO energy = -9.082 eV
HOMO-LUMO gap = 10.25 eV

Result of the stability comparison: #i is the least stable of them.

#i
Formula: C3HF2NO
Source: the OMol25 dataset
Level of theory: the ωB97M-V functional and the def2-TZVPD basis

Each line ends with the natural charge from an NBO analysis.
Positions of all 8 atoms, in Å:
1 C 0.71189 -0.64501 0.03510  0.374
2 C -1.30968 -0.07253 -0.03857  0.332
3 C 0.70303 0.70651 0.05813  0.514
4 H -2.37130 -0.14747 0.04135  0.204
5 N -0.56647 -1.13032 0.00215  -0.457
6 O -0.64069 1.12733 -0.03710  -0.412
7 F 1.79009 -1.42641 -0.03989  -0.286
8 F 1.68313 1.58790 -0.02117  -0.269

Calculated values
Net charge = 0
SMILES = Fc1ncoc1F
Multiplicity = 1
HOMO energy = -9.670 eV
HOMO-LUMO gap = 10.49 eV

#ii
Formula: C3HF2NO
Source: the OMol25 dataset
Level of theory: the ωB97M-V functional and the def2-TZVPD basis

Each line ends with the natural charge from an NBO analysis.
Positions of all 8 atoms, in Å:
1 C -0.95330 -0.33227 -0.01234  0.607
2 C -0.52287 0.93180 -0.00125  -0.208
3 C 1.17278 -0.35326 0.02791  0.793
4 H -0.91402 1.88020 0.18881  0.230
5 N 0.87057 0.95286 -0.10856  -0.471
6 O 0.09015 -1.11211 0.00935  -0.417
7 F -2.06744 -0.99520 -0.06490  -0.269
8 F 2.32414 -0.97204 -0.03903  -0.265

Calculated values
Net charge = 0
SMILES = Fc1cnc(F)o1
Multiplicity = 1
HOMO energy = -9.540 eV
HOMO-LUMO gap = 10.31 eV

Result of the stability comparison: #ii is the least stable of them.